1.
This record from the OMol25 dataset describes CH5NO2S in the gas phase. The level of theory is ωB97M-V with the def2-TZVPD basis set.

Summary:
Total energy   -644.401147 hartree
HOMO-LUMO gap   10.1 eV
Energy above the lowest of the compared OMol25 structures with the same formula, charge and spin   375.8 kJ/mol
Strongest force on any atom   3.76 eV/Å

XYZ file:
```
10
Properties=species:S:1:pos:R:3:forces:R:3
C -1.4392 -0.1931 0.1747 0.4 -1.8 -3.3
N 0.8730 0.7812 -0.7196 -1.4 -1.5 -0.4
O 0.9313 -1.4322 0.6953 -1.9 0.8 -2.4
O 1.4308 1.0522 0.5344 0.2 3.0 -1.4
S 0.1027 -0.8716 -0.5054 2.8 0.4 2.2
H -1.9542 -1.1169 0.4956 0.1 1.0 0.9
H -1.8957 0.0374 -0.8332 0.0 0.4 1.2
H -1.1250 0.6674 0.7168 -0.5 0.4 1.0
H 1.4954 0.8216 -1.5720 0.0 -0.5 1.8
H 1.5809 0.2539 1.0135 0.4 -2.2 0.3
```
Forces are in eV/Å.

***

2.
This record from the OMol25 dataset describes a molecular structure, C17H43CoO20P3S3. The level of theory is ωB97M-V with the def2-TZVPD basis set.

Summary:
Multiplicity   5
Total energy   -5779.726269 hartree
HOMO-LUMO gap (alpha / beta)   9.9 / 6.1 eV
Expectation value of S²   6.0092
Net charge   +1
Strongest force on any atom   8.31 eV/Å

XYZ file:
```
87
Properties=species:S:1:pos:R:3:forces:R:3
Co 0.7955 0.3741 0.0759 -0.4 0.3 0.2
S 3.0548 0.6125 -1.2640 4.8 3.2 -6.0
O 3.0694 1.8405 -2.1044 -0.7 -1.5 1.8
O 4.3069 -0.0876 -1.4295 -1.0 -0.6 0.7
O 2.7120 0.8378 0.1340 -0.5 1.6 4.6
O 1.8200 -0.1329 -1.5463 -2.4 -2.2 -1.3
C -1.4401 1.2739 -4.8422 -0.4 -0.3 0.3
C 0.0094 1.1088 -5.3251 0.1 -0.6 0.6
C 0.6493 -0.0883 -4.5608 0.0 0.3 -0.1
S -0.6865 -0.8480 -3.5548 0.6 -0.7 -0.5
O -0.6895 -0.2383 -2.2071 -0.6 -0.9 -1.5
O -0.6519 -2.3141 -3.7425 -0.2 2.0 0.7
C -2.0406 -0.1251 -4.5460 1.4 0.9 -0.2
H -2.0115 1.8300 -5.5855 -0.2 -0.1 0.1
H -1.4889 1.8061 -3.8922 0.2 0.4 -0.1
H 0.5455 2.0408 -5.1458 0.1 -0.2 -0.1
H 0.0668 0.8709 -6.3873 -0.2 0.2 0.0
H 1.5128 0.1849 -3.9544 -0.4 0.1 0.4
H 1.0365 -0.8391 -5.2497 -0.4 -0.2 0.1
H -2.9821 -0.0955 -3.9974 0.1 -0.3 -0.2
H -2.0255 -0.6622 -5.4943 -0.5 -0.5 0.3
C -2.7158 -3.3937 1.6200 -0.4 -0.2 -1.4
C -4.0044 -2.7231 1.0541 0.8 0.4 0.1
C -3.5033 -1.5638 0.2014 0.6 0.9 -0.7
S -2.2443 -0.7042 1.2314 -1.5 -1.6 0.5
O -2.9887 0.2879 2.0194 1.5 -0.8 -0.8
O -1.0364 -0.3406 0.4834 -1.4 -0.2 0.4
C -1.9269 -2.2884 2.2209 0.8 2.4 1.3
H -2.1048 -3.7729 0.8009 -0.2 -0.2 -0.3
H -2.8988 -4.2565 2.2604 -0.1 0.4 0.3
H -4.5534 -2.2977 1.8941 -0.4 -0.3 -0.1
H -4.6292 -3.3400 0.4080 0.0 -0.2 0.4
H -4.2323 -0.8133 -0.1045 -0.2 0.0 0.4
H -3.0463 -1.8890 -0.7333 0.4 -0.2 0.1
H -2.2540 -1.9611 3.2078 -0.3 -0.2 0.1
H -0.8437 -2.3636 2.3169 0.0 -0.4 -0.4
C 2.8187 3.5064 2.2892 1.5 0.1 -0.8
O 1.5720 3.3874 2.9144 -2.7 -2.2 1.0
P 0.9774 1.8884 3.2422 0.1 1.9 1.6
O 0.6751 1.0473 2.0410 0.7 0.5 1.5
O 2.0132 1.2738 4.3729 -2.2 0.8 -2.5
C 3.2805 0.7753 3.9373 1.1 -1.4 1.4
O -0.3847 2.2208 4.1382 3.7 0.5 -2.9
C -1.0060 1.0819 4.6705 -0.8 -0.2 1.7
H 2.9506 4.5016 1.8646 -0.4 0.1 0.3
H 2.9195 2.8215 1.4472 0.1 -0.2 0.1
H 3.6115 3.3545 3.0217 0.1 -0.1 -0.1
H 3.3916 -0.2059 4.3988 -0.2 -0.2 0.1
H 4.0350 1.3693 4.4532 0.1 0.3 -0.6
H 3.4875 0.5630 2.8884 -0.5 0.8 -0.3
H -0.9556 1.2740 5.7423 -0.1 -0.5 0.2
H -0.4862 0.1452 4.4691 -0.2 0.0 -0.3
H -2.0602 1.1013 4.3942 0.2 -0.4 -0.3
C 2.0481 -5.0692 2.4154 0.6 0.0 0.0
O 1.8111 -3.6433 2.2946 -0.3 1.4 -1.0
P 1.7190 -2.9017 0.8588 -0.4 -4.1 -1.2
O 1.3510 -1.4882 0.8650 0.1 0.7 0.8
O 3.1073 -3.2577 0.1152 -3.8 -1.1 1.1
C 4.2386 -2.5489 0.4517 2.6 1.9 -0.8
O 0.5674 -3.8067 0.1054 2.0 0.6 1.9
C 0.2325 -3.7151 -1.2816 0.1 0.2 -0.3
H 1.0999 -5.5809 2.5803 0.1 0.0 -0.4
H 2.7025 -5.2608 3.2657 -0.2 0.5 0.3
H 2.6387 -5.4345 1.5752 -0.5 -0.1 -0.3
H 5.0320 -3.0802 0.9773 -0.4 -0.8 -0.1
H 4.1035 -1.6448 1.0454 -0.6 0.1 -0.1
H 4.5694 -2.2349 -0.5383 0.8 0.3 0.5
H 1.0975 -3.3599 -1.8417 -0.3 0.1 -0.2
H -0.6322 -3.0595 -1.3839 0.3 0.1 -0.2
H -0.0376 -4.7084 -1.6402 0.1 0.0 0.2
C 0.4620 3.7737 -3.0042 1.7 -0.5 -1.3
O -0.1308 4.3092 -1.8546 -2.9 -1.4 2.4
P -1.0232 3.3318 -0.8769 0.5 -0.3 -0.9
O -0.2215 2.1516 -0.3190 -1.2 1.4 -1.2
O -1.5359 4.3186 0.2343 -0.1 -0.9 1.2
C -1.8496 3.7989 1.6130 1.2 -0.4 -0.2
O -2.3886 2.9681 -1.7291 2.2 0.8 0.2
C -3.5103 2.2522 -1.2219 0.7 -1.1 0.8
H 1.4306 4.2686 -3.0738 0.0 -0.2 -0.1
H -0.0443 3.9485 -3.9535 -0.7 0.4 0.4
H 0.6580 2.7026 -2.9547 0.0 -0.1 0.4
H -1.1903 2.9762 1.8897 0.2 0.0 -0.6
H -2.8445 3.3660 1.7170 -0.2 0.7 -0.4
H -1.5757 4.5608 2.3428 -0.6 0.3 -0.5
H -4.2520 2.8658 -0.7106 0.1 0.3 -0.5
H -3.1404 1.5368 -0.4874 -0.1 -0.1 0.2
H -3.9119 1.6305 -2.0221 -0.2 0.5 -0.1
```
Forces are in eV/Å.

***

3.
This record from the OMol25 dataset describes 4 unconnected molecules or ions with the total composition C3H13NO3. The level of theory is ωB97M-V with the def2-TZVPD basis set.

Summary:
Total energy   -402.537677 hartree
HOMO-LUMO gap   8.8 eV
Energy above the lowest of the compared OMol25 structures with the same formula, charge and spin   112.3 kJ/mol
SMILES   C=CNC.O.O.O
Strongest force on any atom   1.16 eV/Å

XYZ file:
```
20
Properties=species:S:1:pos:R:3:forces:R:3
C 0.9825 2.9930 0.4036 0.2 0.0 -0.9
C 0.8078 2.0637 -0.5297 -0.3 -0.4 -0.2
N 0.6074 0.6982 -0.3189 -0.4 0.2 -0.3
C 1.2203 -0.2216 -1.2719 0.5 0.7 -0.2
H 1.0149 2.7547 1.4315 0.1 -0.3 1.0
H 1.1953 4.0052 0.1238 -0.3 0.3 -0.1
H 0.7105 2.3181 -1.5815 0.3 0.2 0.0
H 0.7729 0.4407 0.6338 0.1 -0.2 0.4
H 2.2447 -0.4467 -0.9721 0.0 -0.4 0.1
H 1.3345 0.2858 -2.2307 -0.2 0.0 0.0
H 0.6369 -1.1151 -1.4328 0.0 -0.3 0.2
O -2.1869 -1.2175 -0.4601 0.0 0.0 0.0
H -2.4553 -0.3433 -0.7560 0.0 0.1 -0.1
H -2.9930 -1.7002 -0.2438 0.0 0.1 0.0
O -0.1796 -3.1466 0.0694 0.3 -0.9 -0.7
H 0.1924 -3.0110 0.9397 -0.3 0.6 0.1
H -0.6653 -2.3890 -0.2738 0.0 0.2 0.7
O -1.3728 -0.8107 2.3617 0.1 0.0 -0.2
H -1.3311 -0.6693 1.4029 -0.1 -0.1 0.1
H -0.5360 -0.4885 2.7049 0.0 0.1 0.1
```
Forces are in eV/Å.

***

4.
This record from the OMol25 dataset describes a molecular structure, C26H27BrN4Pd. The level of theory is ωB97M-V with the def2-TZVPD basis set.

Summary:
Total energy   -3927.165472 hartree
HOMO-LUMO gap (alpha / beta)   3.7 / 3.9 eV
Energy above the lowest of the compared OMol25 structures with the same formula, charge and spin   291.3 kJ/mol
Net charge   +2
Strongest force on any atom   4.01 eV/Å

XYZ file:
```
59
Properties=species:S:1:pos:R:3:forces:R:3
Pd -0.7784 0.2625 0.1207 -0.4 -2.2 3.3
C -2.7266 2.6253 -0.0955 0.0 0.1 -0.6
N -2.2786 1.9211 1.1066 1.1 -1.1 -0.8
C -1.6211 2.8214 2.0468 0.5 0.3 0.3
C -3.3958 1.2124 1.7407 -0.3 -0.8 0.2
C -3.7051 -0.0814 1.0239 0.8 1.0 0.2
C -5.0009 -0.5780 0.9376 0.4 -0.2 0.1
C -5.2182 -1.8371 0.4054 -0.1 -0.3 0.0
C -4.1675 -2.5857 -0.1084 -0.1 0.2 0.3
C -2.8675 -2.0984 -0.0328 0.9 0.0 -0.3
C -2.6591 -0.8278 0.4746 0.3 0.1 -0.6
H -3.5197 3.3443 0.1417 0.1 -0.1 0.1
H -3.1231 1.9102 -0.8233 0.0 0.1 0.1
H -1.8965 3.1781 -0.5392 0.0 -0.1 0.1
H -2.3230 3.5640 2.4455 -0.1 -0.1 -0.1
H -0.8070 3.3510 1.5521 -0.1 -0.1 0.0
H -1.2102 2.2503 2.8802 -0.1 0.0 -0.1
H -4.2882 1.8520 1.7798 0.2 0.0 0.0
H -3.1194 0.9626 2.7716 0.0 0.2 -0.1
H -5.8238 0.0035 1.3300 0.0 0.0 0.1
H -6.2085 -2.2682 0.4469 -0.1 0.1 -0.2
H -4.3460 -3.5572 -0.5448 0.0 -0.1 0.0
H -2.0508 -2.7127 -0.3960 0.0 0.1 0.0
C 0.5856 -1.9719 -2.1027 0.5 0.3 -1.2
N 0.4712 -1.5192 -0.7439 -1.3 1.0 1.9
C 1.0369 -2.2028 0.2048 -0.6 0.7 0.9
C 0.8538 -1.8669 1.5595 0.5 -1.1 -0.3
C 1.2888 -2.5541 2.7312 -0.4 0.6 -1.3
C 0.7626 -1.8725 3.7951 -0.8 1.4 -0.3
C 0.0068 -0.7872 3.2478 -0.2 -0.1 2.0
N 0.0790 -0.7776 1.9374 -0.2 0.1 -2.7
C 1.9938 -1.7090 -2.6044 0.0 0.1 -0.1
C 2.7311 -2.7108 -3.2243 -0.3 0.4 0.0
C 3.9771 -2.4175 -3.7508 0.3 0.2 0.1
C 4.5143 -1.1444 -3.6065 -0.1 -0.2 -0.1
C 3.7882 -0.1475 -2.9684 0.1 -0.1 0.1
C 2.5389 -0.4334 -2.4530 -0.1 -0.3 -0.2
H -0.1419 -1.4306 -2.7188 0.0 -0.2 0.1
H 0.3757 -3.0462 -2.1772 -0.2 0.2 0.1
H 1.6217 -3.0967 -0.0239 0.0 0.2 -0.2
H 1.9064 -3.4289 2.7609 0.2 -0.2 -0.1
H 0.8821 -2.0800 4.8401 0.0 0.0 0.2
H -0.5591 -0.0621 3.8065 -0.1 0.1 0.0
H 2.3231 -3.7033 -3.3264 -0.1 -0.2 0.0
H 4.5313 -3.1876 -4.2631 0.1 -0.1 0.0
H 5.5035 -0.9348 -3.9807 0.1 0.0 -0.1
H 4.2010 0.8448 -2.8667 0.1 0.1 0.0
H 1.9657 0.3330 -1.9479 0.0 0.1 0.0
Br 4.8245 4.3079 -0.5174 -0.6 -0.4 0.1
C 3.2626 3.2741 -0.2305 0.2 0.1 0.0
C 3.1515 2.4489 0.8862 0.0 0.2 -0.2
C 2.0035 1.6947 1.0399 0.1 -0.1 0.2
N 0.9908 1.7296 0.1730 -0.6 -0.5 -0.6
C 1.0978 2.5269 -0.8947 0.2 0.3 -0.2
C 2.2078 3.3115 -1.1409 0.1 0.1 0.1
H 3.9448 2.3970 1.6164 0.0 0.0 0.0
H 1.8932 1.0344 1.8899 0.0 0.0 0.0
H 0.2635 2.5345 -1.5916 0.1 0.0 0.0
H 2.2572 3.9357 -2.0191 0.0 0.0 -0.1
```
Forces are in eV/Å.

***

5.
This record from the OMol25 dataset describes a molecular structure, C4H6O2. The level of theory is ωB97M-V with the def2-TZVPD basis set.

Summary:
Total energy   -306.425497 hartree
HOMO-LUMO gap   10.5 eV
Energy above the lowest of the compared OMol25 structures with the same formula, charge and spin   212.1 kJ/mol
Strongest force on any atom   0.74 eV/Å

XYZ file:
```
12
Properties=species:S:1:pos:R:3:forces:R:3
O -1.5395 -1.1478 1.6961 0.5 0.3 -0.1
C -0.4864 -0.5692 1.5745 -0.3 -0.2 -0.1
C 0.3340 -0.6469 0.2934 0.0 -0.2 0.0
C -0.3148 -0.1751 -0.9999 -0.1 -0.1 -0.2
C 0.3845 1.1460 -0.7013 0.0 0.2 -0.1
O 1.3095 0.4098 0.1607 0.1 0.2 0.1
H -0.0386 0.0038 2.4157 0.0 0.0 -0.2
H 0.7523 -1.6619 0.2585 0.2 0.2 0.1
H -1.3730 -0.2959 -1.2232 0.0 0.2 0.3
H 0.2980 -0.6119 -1.7901 -0.4 -0.1 -0.2
H -0.0986 1.9093 -0.0834 -0.4 -0.2 -0.1
H 0.7726 1.6399 -1.6009 0.6 -0.1 0.5
```
Forces are in eV/Å.

***

6.
This record from the OMol25 dataset describes a molecular structure, C34H35N8V. The level of theory is ωB97M-V with the def2-TZVPD basis set.

Summary:
Multiplicity   3
Total energy   -2698.122971 hartree
HOMO-LUMO gap (alpha / beta)   7.2 / 7.4 eV
Expectation value of S²   2.0608
Net charge   +2
Strongest force on any atom   3.14 eV/Å

XYZ file:
```
78
Properties=species:S:1:pos:R:3:forces:R:3
V -0.2936 -0.4349 -0.1242 1.0 0.3 -0.5
C 3.2199 0.0551 -1.9165 0.5 0.6 -1.6
C 3.4812 -1.0442 -0.9334 0.6 -0.6 -1.3
C 4.3265 -2.1367 -1.1922 0.7 0.2 -1.1
C 4.5309 -3.1329 -0.2358 -0.1 1.8 -1.5
C 3.9373 -3.0857 0.9806 -0.8 0.2 0.5
C 3.0523 -2.0516 1.2517 -0.4 0.6 0.8
C 2.3238 -2.0220 2.5860 0.1 0.2 -1.5
C 2.8611 -1.0414 0.2792 -1.9 -0.4 1.4
N 1.7217 -0.0983 0.5217 0.6 -1.9 -0.5
C 1.9857 1.0764 0.8923 0.6 1.3 1.0
C 3.3800 1.5912 1.0665 -0.8 2.7 1.4
C 0.8127 1.9083 1.4467 2.1 0.1 -0.2
C 1.2207 3.1433 2.2503 -0.2 -0.4 -0.9
N -0.3231 1.3809 1.2733 0.5 -0.1 -1.6
C -1.4573 2.0449 1.7447 -2.0 0.5 0.8
C -1.8725 1.7736 3.0714 0.2 0.0 -1.6
C -1.0473 0.8750 3.9273 0.3 0.8 2.3
C -3.0673 2.3318 3.4764 -0.5 1.1 0.0
C -3.8766 3.1053 2.6225 2.0 -1.4 -0.3
C -3.4636 3.3193 1.3203 1.2 0.2 0.5
C -2.2166 2.8621 0.8851 0.0 -0.6 -0.5
C -1.7571 3.1506 -0.5480 0.8 0.9 1.5
H 3.9942 0.8413 -1.9025 -0.3 -0.1 0.6
H 2.2326 0.5127 -1.8301 0.2 0.1 0.3
H 3.2856 -0.1929 -2.9972 0.0 -0.7 0.7
H 4.8633 -2.2020 -2.1893 -0.8 0.1 1.4
H 5.2031 -3.8887 -0.4489 1.2 -1.5 -0.5
H 4.1216 -3.9165 1.6440 -0.1 0.2 0.5
H 1.2757 -1.8859 2.4734 -1.3 -0.3 -0.4
H 2.5401 -1.2009 3.2092 1.0 1.2 0.7
H 2.5045 -2.9021 3.1368 0.2 -1.1 0.6
H 4.0609 0.7956 1.1545 0.8 -1.1 0.5
H 3.3388 2.2924 2.0239 0.8 -1.7 -2.2
H 3.7865 2.1768 0.2071 -0.8 -0.1 0.5
H 2.0437 3.6980 1.7118 -0.9 -0.7 0.8
H 1.5364 2.7631 3.2598 -0.2 0.7 -0.8
H 0.3608 3.8016 2.2867 -0.1 0.1 0.5
H -0.0672 0.6716 3.5181 0.0 -0.5 -0.3
H -1.5728 -0.0513 4.2309 0.4 0.5 -0.2
H -0.7717 1.4373 4.8802 -0.6 -0.8 -0.9
H -3.3108 2.3253 4.5241 -0.3 -0.4 0.3
H -4.7629 3.5220 2.9688 -1.4 0.7 0.6
H -3.9704 3.9975 0.6790 -0.7 0.3 -0.5
H -2.1912 4.0647 -0.9445 -0.1 0.2 0.2
H -2.0390 2.3851 -1.2304 -0.4 -0.9 -0.2
H -0.6560 3.3030 -0.5410 -0.6 -0.2 -0.3
N -0.6031 0.8557 -4.2437 -0.7 0.9 -2.5
C -0.6253 1.1481 -2.9697 -0.4 0.8 1.5
N -0.3052 0.0811 -2.2760 -0.6 0.4 1.6
C -0.1336 -0.8887 -3.1970 0.6 1.3 -0.6
N -0.3032 -0.4357 -4.4045 0.3 -0.9 -1.1
C 0.4422 -2.1165 -2.7465 -0.9 0.0 1.0
C 0.8637 -3.1313 -3.5673 1.3 -0.6 1.5
N 1.4163 -4.1836 -2.9690 -0.1 -0.6 -0.1
C 1.3798 -4.2726 -1.6488 0.4 -1.6 0.6
C 0.8649 -3.3089 -0.8056 -0.4 0.9 -1.3
N 0.4315 -2.1676 -1.3869 0.3 -1.2 0.7
H -0.8183 1.4492 -5.1065 0.4 -1.1 1.9
H -0.9280 2.0311 -2.4332 0.3 0.4 -0.9
H 0.9486 -3.0986 -4.6304 -0.4 0.3 -0.6
H 1.7420 -5.2089 -1.1692 -0.1 0.7 -0.7
H 0.7679 -3.5028 0.2581 0.1 0.5 -0.1
C -1.4908 -1.4853 1.1056 -0.4 -1.9 0.8
C -2.5692 -1.1545 0.1805 0.1 1.1 -0.4
C -2.5352 -1.6100 -1.1376 0.8 -2.0 0.0
C -3.3261 -1.1818 -2.1640 -0.4 1.0 -1.3
C -4.0838 -0.0396 -1.9470 0.0 0.2 0.2
C -4.1265 0.4852 -0.6715 -0.4 -0.5 1.1
C -3.4580 -0.0994 0.3843 0.2 1.5 -0.1
C -4.8502 0.7053 -2.8917 0.6 -1.6 0.3
N -5.5834 1.1753 -3.6192 -0.9 1.1 -1.2
H -1.3444 -2.5897 1.1758 0.3 0.7 -0.2
H -1.6287 -1.0926 2.1129 0.1 0.2 -0.1
H -1.8780 -2.4304 -1.3905 -0.1 -0.2 0.3
H -3.2544 -1.6380 -3.1568 -0.1 0.1 0.4
H -4.7891 1.2969 -0.4403 -0.1 0.4 -0.1
H -3.5067 0.4912 1.2855 0.0 -0.6 0.6
```
Forces are in eV/Å.